{"formula": "C21H31F5HgOP2", "method": "the ωB97M-V functional and the def2-TZVPD basis", "fmax_ha_per_bohr": 0.08408, "relative_energy_kj_mol": 375.7, "orbital_gap_ha": [0.18676, 0.18625], "elements": ["P", "P", "C", "C", "H", "H", "H", "H", "C", "H", "H", "H", "C", "H", "H", "H", "C", "H", "H", "H", "C", "H", "H", "H", "Hg", "C", "C", "C", "C", "C", "C", "C", "C", "C", "H", "H", "H", "H", "H", "H", "H", "H", "H", "H", "H", "H", "H", "H", "H", "F", "C", "C", "F", "C", "F", "C", "O", "C", "F", "C", "F"], "coordinates": [[-0.0888, -1.6473, -2.8499], [0.7967, 1.4465, -0.2075], [0.6719, 0.0708, -2.9530], [1.4845, 0.6111, -1.7498], [-0.1103, 0.7825, -3.2522], [1.3323, 0.0043, -3.8275], [2.1775, -0.1695, -1.4032], [2.0406, 1.4860, -2.0892], [-0.6346, 2.2639, -1.0785], [-1.1684, 2.9058, -0.3685], [-1.3699, 1.6222, -1.5715], [-0.1837, 2.8920, -1.8650], [1.6935, 3.0715, -0.0052], [1.6204, 3.5513, -0.9950], [2.7743, 3.0186, 0.2820], [1.2398, 3.6876, 0.7830], [-0.9622, -1.9222, -4.5417], [-1.4112, -2.9204, -4.6430], [-0.2279, -1.8417, -5.3581], [-1.7576, -1.1977, -4.7575], [1.4060, -2.6115, -3.6106], [2.2986, -2.3736, -3.0313], [1.5852, -2.3381, -4.6526], [1.2610, -3.6960, -3.5853], [2.3145, 0.9129, 1.4377], [-1.7923, -0.6817, -0.7956], [-1.8417, -0.8194, -2.1715], [-3.0688, -1.7052, -2.4725], [-2.7221, -3.1404, -2.0865], [-1.2919, -3.4549, -2.3965], [-0.1543, -3.1525, -1.5471], [-0.1366, -2.5845, -0.1813], [-1.3522, -1.6626, 0.1893], [2.8825, -0.3180, 3.0884], [-2.0943, 0.2687, -0.3201], [-1.8949, 0.1003, -2.7515], [-3.3680, -1.6401, -3.5226], [-3.9154, -1.3441, -1.8657], [-2.9596, -3.3075, -1.0245], [-3.3613, -3.8230, -2.6590], [-1.1080, -4.2190, -3.1562], [0.6557, -3.8860, -1.7167], [0.8197, -2.0378, -0.0686], [-0.0829, -3.3863, 0.5702], [-2.2014, -2.3049, 0.4751], [-1.0657, -1.1257, 1.1087], [3.1671, 0.3078, 3.9338], [3.6551, -1.0648, 2.8557], [1.8944, -0.7350, 3.2435], [-0.9712, 3.4367, 8.1256], [-0.2365, 3.2797, 7.0090], [0.6516, 4.2729, 6.5818], [0.8920, 5.3443, 7.3730], [1.2355, 4.1718, 5.3418], [1.8745, 5.2306, 4.8187], [1.1013, 3.0187, 4.4962], [1.7965, 2.8289, 3.4633], [0.0633, 2.1048, 4.9271], [-0.4290, 1.2252, 4.0202], [-0.4170, 2.1367, 6.2225], [-1.0064, 1.0574, 6.7854]], "nbo_charge": [1.4543, 0.6857, -0.7482, -0.6961, 0.2311, 0.2423, 0.2298, 0.2301, -0.8731, 0.2551, 0.2537, 0.2258, -0.9721, 0.2354, 0.2426, 0.2979, -0.9301, 0.2402, 0.2222, 0.2195, -0.9783, 0.2081, 0.2076, 0.2165, 1.1260, -0.1420, -0.5495, -0.3944, -0.4663, -0.2511, -0.3947, -0.4164, -0.4779, -0.9977, 0.1840, 0.2073, 0.2062, 0.2099, 0.2131, 0.2251, 0.2115, 0.2408, 0.1918, 0.2233, 0.2142, 0.2280, 0.2472, 0.2176, 0.2196, -0.3078, 0.1994, 0.2697, -0.3076, 0.2062, -0.3151, 0.2874, -0.8309, 0.2028, -0.3356, 0.2668, -0.3110]}

***

{"formula": "C41H37BCl2CoFN4O7", "method": "the ωB97M-V functional and the def2-TZVPD basis", "s_squared": 6.062, "spin_multiplicity": 5, "fmax_ha_per_bohr": 0.08603, "relative_energy_kj_mol": 128.5, "orbital_gap_ha": [0.08727, 0.13863], "elements": ["Co", "Cl", "C", "C", "C", "Cl", "C", "O", "C", "C", "O", "C", "H", "H", "H", "F", "C", "C", "C", "C", "O", "C", "C", "N", "C", "C", "C", "C", "C", "C", "N", "C", "C", "N", "C", "C", "C", "O", "O", "H", "H", "H", "H", "H", "H", "H", "H", "H", "H", "H", "H", "H", "H", "H", "H", "H", "H", "C", "C", "C", "C", "C", "C", "C", "C", "O", "B", "O", "C", "C", "H", "H", "H", "H", "H", "H", "H", "H", "H", "H", "H", "H", "N", "C", "C", "C", "C", "C", "C", "C", "H", "H", "H", "H"], "coordinates": [[0.5167, -0.9536, 0.3100], [4.3262, -7.0087, 2.1713], [3.5202, -5.6456, 1.6353], [2.9780, -5.5919, 0.2991], [2.5225, -4.3569, -0.1843], [2.0586, -4.1268, -1.8343], [2.4143, -3.1939, 0.6224], [2.0811, -2.0238, 0.1027], [3.0175, -3.2384, 1.9511], [3.2180, -2.1349, 2.8423], [2.9504, -0.8065, 2.5170], [3.4784, -4.4928, 2.4203], [3.1075, -6.5171, -0.2901], [3.7728, -2.3824, 3.7400], [3.9570, -4.6295, 3.4252], [0.6107, -1.7882, -6.1165], [0.1032, -0.7202, -5.4736], [0.1068, -0.6959, -4.1081], [-0.3849, 0.3927, -3.3361], [-0.2873, 0.3440, -1.9405], [-0.0171, -0.7920, -1.4538], [-0.5624, 1.6748, -1.2143], [-1.0426, 2.6761, -1.9905], [-1.3172, 2.5777, -3.3300], [-2.0945, 3.6068, -3.9207], [-3.4499, 3.8507, -3.2819], [-3.4503, 3.2310, -4.5963], [-0.7466, 1.5616, -4.0571], [-0.7425, 1.5465, -5.4588], [-0.3991, 0.4033, -6.2089], [-0.7021, 0.3237, -7.5934], [-0.3135, 1.4838, -8.4184], [-1.1322, 1.6219, -9.7527], [-1.8846, 0.3604, -10.1145], [-1.1668, -0.8734, -9.7188], [-0.7137, -0.9415, -8.2743], [-0.1367, 1.9108, 0.2020], [-0.2989, 2.9330, 0.8082], [0.3470, 0.8080, 0.7795], [0.4762, -1.5131, -3.5120], [-1.1252, 3.6159, -1.4780], [-1.7385, 4.5442, -4.3076], [-3.5795, 4.9118, -3.2448], [-3.6795, 3.2602, -2.4069], [-3.7323, 3.8303, -5.4836], [-3.5602, 2.1367, -4.5533], [-1.1619, 2.4174, -5.9760], [0.7572, 1.3464, -8.7272], [-0.3761, 2.3932, -7.8060], [-0.3939, 1.8764, -10.5131], [-1.9070, 2.4380, -9.6225], [-2.1962, 0.3293, -11.1110], [-2.7832, 0.3898, -9.6355], [-0.2762, -1.0970, -10.3612], [-1.8556, -1.7087, -9.9194], [0.3140, -1.3368, -8.3604], [-1.2811, -1.6963, -7.6929], [2.4428, 2.4156, 9.7205], [1.1052, 1.9758, 9.0524], [0.7833, 0.5735, 9.7097], [0.0189, 2.9812, 9.3270], [1.3650, 1.7679, 7.5780], [0.7944, 2.7312, 6.6394], [0.8469, 2.5421, 5.2405], [1.5421, 1.4241, 4.7847], [1.7466, 1.0557, 3.4468], [2.4546, -0.1241, 3.5774], [2.7355, -0.4815, 4.8856], [2.1302, 0.5188, 5.6745], [2.0503, 0.6445, 7.0492], [2.2724, 2.5287, 10.7825], [2.6504, 3.4455, 9.3428], [3.3100, 1.7686, 9.4150], [0.1146, 0.7046, 10.5995], [1.7475, 0.0783, 9.9488], [0.2641, -0.1332, 9.0115], [-0.2827, 2.8864, 10.3900], [-0.8406, 2.6865, 8.6977], [0.3349, 4.0010, 9.0583], [0.2915, 3.6051, 6.9541], [0.3265, 3.2089, 4.5432], [2.4344, -0.0778, 7.7393], [-5.0463, -5.1373, 2.3927], [-4.1698, -4.3959, 2.1597], [-3.0871, -3.5428, 1.7972], [-1.8367, -3.9872, 2.1976], [-0.6990, -3.2158, 2.0217], [-0.7851, -2.0482, 1.2503], [-2.0199, -1.5903, 0.8649], [-3.2005, -2.3059, 1.1815], [-1.7898, -4.9421, 2.7167], [0.2218, -3.5781, 2.4998], [-2.1893, -0.6324, 0.3382], [-4.1826, -1.8826, 0.9642]], "lowdin_spin": [2.6198, -0.0152, -0.0131, 0.1482, 0.0079, -0.0094, 0.1087, 0.1396, 0.0155, 0.4350, 0.1087, 0.1088, 0.0093, 0.0211, 0.0031, 0.0002, 0.0005, -0.0002, 0.0022, 0.0040, 0.0524, -0.0003, 0.0090, 0.0049, 0.0004, 0.0001, 0.0002, -0.0001, 0.0011, -0.0006, -0.0003, 0.0000, 0.0000, 0.0000, 0.0000, 0.0000, 0.0117, 0.0076, 0.0693, 0.0000, 0.0009, 0.0001, 0.0000, 0.0001, 0.0000, 0.0000, 0.0001, 0.0000, 0.0000, 0.0000, 0.0000, 0.0000, 0.0000, 0.0000, 0.0000, 0.0000, 0.0000, 0.0000, 0.0000, 0.0000, 0.0000, 0.0002, -0.0001, 0.0001, 0.0001, 0.0026, 0.0179, 0.0029, 0.0003, -0.0001, 0.0000, 0.0000, 0.0000, 0.0000, 0.0000, 0.0000, 0.0000, 0.0000, 0.0000, 0.0000, 0.0000, 0.0000, -0.0002, 0.0001, 0.0000, 0.0037, 0.0176, 0.0722, 0.0192, 0.0036, 0.0007, 0.0027, 0.0047, 0.0005]}

***

{"formula": "C7H11N", "method": "the ωB97M-V functional and the def2-TZVPD basis", "fmax_ha_per_bohr": 0.10957, "relative_energy_kj_mol": 806.6, "orbital_gap_ha": 0.23908, "elements": ["C", "C", "C", "C", "N", "C", "C", "C", "H", "H", "H", "H", "H", "H", "H", "H", "H", "H", "H"], "coordinates": [[1.6474, -1.6513, 0.0696], [1.5675, -0.1323, -0.2726], [0.1213, 0.3275, -0.2352], [-0.3113, 1.4968, 1.0996], [0.1370, 1.5210, 2.3000], [-0.9805, 0.2238, 0.7658], [-0.8189, -0.2264, -0.9851], [-2.1656, 0.1280, -1.5545], [1.3923, -1.8841, 1.0977], [2.5337, -2.1448, -0.3133], [0.7779, -2.0075, -0.4934], [2.1939, 0.4031, 0.4392], [1.9047, 0.0039, -1.2931], [-0.5264, 2.4296, 0.5573], [1.1079, 1.2355, 2.3814], [-1.0384, -0.4625, 1.6117], [-2.9031, -0.6696, -1.4982], [-2.0746, 0.4013, -2.6008], [-2.5648, 1.0081, -1.0760]], "nbo_charge": [-0.5976, -0.4284, -0.0365, 0.1492, -0.8522, -0.2378, 0.1168, -0.6520, 0.2144, 0.2182, 0.2100, 0.2131, 0.2231, 0.1702, 0.3685, 0.2235, 0.2410, 0.2271, 0.2293]}

***

{"formula": "C29H26N9O3Pd", "method": "the ωB97M-V functional and the def2-TZVPD basis", "charge": -1, "fmax_ha_per_bohr": 0.00796, "relative_energy_kj_mol": 0.0, "orbital_gap_ha": 0.22892, "elements": ["Pd", "N", "C", "N", "C", "N", "C", "C", "N", "C", "C", "N", "H", "H", "H", "H", "H", "C", "C", "O", "N", "C", "C", "C", "C", "C", "C", "N", "H", "H", "H", "H", "H", "H", "H", "H", "H", "H", "O", "C", "N", "C", "C", "O", "N", "C", "C", "C", "C", "C", "C", "C", "C", "C", "C", "C", "C", "H", "H", "H", "H", "H", "H", "H", "H", "H", "H", "H"], "coordinates": [[-0.6194, -0.2228, -0.0893], [-3.0460, 0.8994, 3.2727], [-3.0305, 1.7910, 2.2650], [-2.8719, 1.1818, 1.1214], [-2.7742, -0.1365, 1.4807], [-2.8976, -0.3556, 2.7780], [-2.4337, -1.2111, 0.5188], [-2.2604, -2.5504, 0.9788], [-2.1329, -3.5701, 0.1728], [-2.1301, -3.2686, -1.1541], [-2.2806, -1.9928, -1.6177], [-2.5056, -0.9214, -0.8075], [-3.1413, 1.0504, 4.2597], [-3.1209, 2.8548, 2.4157], [-2.2361, -2.7247, 2.0486], [-2.0040, -4.0907, -1.8475], [-2.2508, -1.7780, -2.6791], [3.2748, -0.2261, -2.2481], [2.2509, -1.1888, -1.6842], [1.1650, -1.3664, -2.2029], [2.6925, -1.8820, -0.5901], [1.8045, -2.6430, 0.2766], [1.7852, -2.0449, 1.6641], [2.9013, -2.1918, 2.4877], [2.9336, -1.5395, 3.7035], [1.8439, -0.7647, 4.0719], [0.7622, -0.7091, 3.2093], [0.7236, -1.3441, 2.0413], [2.8189, 0.3225, -3.0673], [4.1457, -0.7729, -2.6160], [3.6104, 0.4676, -1.4783], [3.5046, -1.4840, -0.1404], [2.1590, -3.6768, 0.3486], [0.8084, -2.6422, -0.1675], [3.7393, -2.7933, 2.1554], [3.7991, -1.6185, 4.3500], [1.8232, -0.2186, 5.0063], [-0.1288, -0.1411, 3.4579], [-0.0291, 2.3277, -1.1263], [1.0073, 2.2653, -0.4948], [1.8818, 3.3344, -0.3017], [2.9114, 2.9664, 0.6436], [2.6395, 1.4266, 0.7261], [3.4262, 0.6536, 1.2798], [1.4987, 1.1277, 0.1142], [2.7028, 3.6298, 2.0106], [2.7538, 2.9171, 3.2035], [2.5625, 3.5680, 4.4167], [2.3254, 4.9324, 4.4578], [2.2834, 5.6519, 3.2707], [2.4743, 5.0033, 2.0618], [4.3177, 3.2731, 0.1495], [4.5242, 4.0616, -0.9752], [5.8116, 4.3698, -1.3990], [6.9078, 3.8889, -0.7025], [6.7075, 3.0976, 0.4221], [5.4253, 2.7952, 0.8500], [1.4930, 4.2601, -0.3618], [2.9352, 1.8505, 3.1733], [2.5967, 2.9937, 5.3350], [2.1756, 5.4324, 5.4067], [2.1048, 6.7200, 3.2863], [2.4576, 5.5812, 1.1440], [3.6705, 4.4101, -1.5411], [5.9531, 4.9818, -2.2815], [7.9131, 4.1228, -1.0310], [7.5563, 2.7094, 0.9722], [5.2652, 2.1701, 1.7169]], "nbo_charge": [0.3874, -0.3772, 0.1743, -0.4431, 0.3005, -0.3221, -0.0106, 0.0406, -0.4381, -0.0940, -0.0230, -0.4404, 0.4016, 0.1953, 0.1986, 0.1826, 0.1971, -0.7120, 0.7064, -0.6275, -0.6285, -0.2585, 0.2370, -0.2460, -0.1640, -0.2765, 0.0512, -0.4253, 0.2354, 0.2133, 0.2327, 0.4008, 0.1846, 0.2615, 0.2056, 0.2046, 0.2074, 0.1963, -0.6378, 0.7670, -0.6628, -0.0961, 0.7469, -0.7298, -0.7483, 0.1013, -0.2504, -0.1981, -0.2334, -0.2163, -0.2283, -0.0233, -0.2133, -0.2176, -0.2300, -0.2337, -0.1402, 0.3943, 0.2490, 0.2029, 0.2033, 0.2045, 0.2019, 0.2222, 0.2033, 0.2019, 0.2029, 0.2303]}

***

What is the formula in the fourth record? C29H26N9O3Pd